(1)
Below is 2 unconnected molecules or ions with the total composition Cl2HPS in a non-equilibrium geometry, with properties calculated with ωB97M-V/def2-TZVPD.

```
5
Properties=species:S:1:pos:R:3
P -0.8730 -0.4159 -0.3716
S -1.5686 1.2819 0.1742
Cl 2.4626 0.7513 0.3815
Cl -2.2554 -1.6181 0.4843
H 2.2344 0.0009 -0.6684
```

Summary:
Molecular weight: 134.96 g mol⁻¹
Gap between HOMO and LUMO: 7.98 eV
Energy above the lowest of the compared OMol25 structures with the same formula, charge and spin: 73.36 kJ/mol
F_max: 1.44 eV/A
Electronic energy: -45185.6994 eV

=====

(2)
Below is 4 unconnected molecules or ions with the total composition C64H69N2O11Si in a non-equilibrium geometry, with properties calculated with ωB97M-V/def2-TZVPD.

```
147
Properties=species:S:1:pos:R:3
C -3.0480 -0.5335 0.7953
C -3.5144 0.7846 1.5161
C -2.4251 1.0787 2.6358
C -3.5745 2.0756 0.6252
C -3.9563 1.8441 -0.8775
C -2.8613 2.3479 -1.8940
C -3.3107 2.1551 -3.3873
C -3.7921 0.6745 -3.6647
O -3.7901 0.3369 -5.0520
Si -2.3655 -0.4425 -5.5539
C -0.9066 0.7054 -5.9480
C -2.8141 -1.3102 -7.2096
C -1.7488 -1.8113 -4.4022
C -1.5232 1.4761 -1.7628
O -0.9458 1.0130 -2.7715
O -0.9876 1.2766 -0.6157
N -2.4182 3.7383 -1.5935
C -3.4990 4.7329 -1.7046
C -4.1576 5.2009 -0.3527
C -3.1853 5.5587 0.7925
N -3.6803 6.5855 1.7403
O -2.1138 5.0749 1.0089
O -1.4719 4.0335 -2.5781
C -0.3907 4.8034 -2.0643
C 0.9051 3.9563 -1.7502
C 0.9455 3.7877 -0.1754
C 2.1258 4.7981 -2.2914
C 3.4758 3.9984 -2.3311
C 3.3370 2.5335 -2.8559
C 4.2363 3.9851 -0.9561
H -2.3220 -1.0944 1.4348
H -2.6948 -0.4030 -0.2447
H -3.9460 -1.2134 0.7334
H -4.4752 0.6854 2.0872
H -1.4315 1.1054 2.1180
H -2.3766 0.1851 3.3090
H -2.6185 2.0300 3.1771
H -4.3315 2.7558 1.0991
H -2.5840 2.5738 0.6835
H -4.8530 2.4953 -1.0854
H -4.2972 0.8115 -1.1115
H -4.1683 2.8028 -3.6862
H -2.4932 2.3560 -4.1096
H -3.2610 -0.0441 -3.0006
H -4.8678 0.6564 -3.3365
H -0.8950 1.6599 -5.3825
H 0.0253 0.1309 -5.7012
H -0.8446 0.8806 -7.0548
H -1.9213 -1.6567 -7.7692
H -3.4584 -0.6298 -7.8239
H -3.4933 -2.1548 -6.9166
H -1.1265 -1.4348 -3.5502
H -1.0584 -2.4553 -5.0095
H -2.5545 -2.4714 -3.9967
H -3.0363 5.6484 -2.1533
H -4.3362 4.4547 -2.3896
H -4.9474 4.4679 -0.0692
H -4.7118 6.1456 -0.5909
H -3.8926 6.0475 2.5881
H -2.8874 7.1775 2.0004
H -0.6904 5.4576 -1.2051
H -0.1081 5.5234 -2.8814
H 0.7816 2.9859 -2.2824
H -0.0840 3.5136 0.1319
H 1.2251 4.7714 0.2779
H 1.6707 2.9798 0.0564
H 1.9470 5.1873 -3.3226
H 2.2207 5.6980 -1.6258
H 4.1535 4.5339 -3.0470
H 4.3465 2.1277 -3.0944
H 2.6990 2.5058 -3.7685
H 2.8623 1.8485 -2.1131
H 5.2246 3.4810 -1.1289
H 4.4435 5.0157 -0.5884
H 3.7208 3.3684 -0.1829
C 7.1811 1.5094 -0.1561
C 7.1676 0.6795 -1.2737
C 8.3207 0.5033 -2.0233
C 9.4907 1.1657 -1.6658
C 9.4978 2.0173 -0.5585
C 8.3427 2.1774 0.2006
C 10.7241 2.7696 -0.1920
O 10.7342 3.5084 0.7735
C 11.9389 2.6099 -1.0331
C 13.0795 3.3503 -0.7382
C 14.2226 3.1994 -1.5082
C 14.2346 2.3008 -2.5714
C 13.0990 1.5649 -2.8724
C 11.9453 1.7239 -2.1108
C 10.7236 0.9556 -2.4650
O 10.7338 0.1737 -3.3961
H 6.2812 1.6386 0.4330
H 6.2555 0.1685 -1.5580
H 8.3072 -0.1471 -2.8890
H 8.3476 2.8265 1.0673
H 13.0755 4.0482 0.0900
H 15.1080 3.7809 -1.2799
H 15.1308 2.1785 -3.1681
H 13.1101 0.8702 -3.7031
C 0.0157 -3.5135 -1.4883
C 0.6308 -4.4816 -2.2779
C 0.1417 -5.7805 -2.2971
C -0.9589 -6.1206 -1.5172
C -1.5603 -5.1553 -0.7068
C -1.0767 -3.8492 -0.7037
C -2.7038 -5.5093 0.1674
O -3.2239 -4.6622 0.8664
C -3.1926 -6.9118 0.1771
C -4.2282 -7.2730 1.0334
C -4.6994 -8.5768 1.0401
C -4.1439 -9.5241 0.1844
C -3.1081 -9.1701 -0.6666
C -2.6228 -7.8661 -0.6664
C -1.4878 -7.5065 -1.5583
O -1.0008 -8.3363 -2.3030
H 0.3923 -2.4969 -1.4816
H 1.4920 -4.2208 -2.8814
H 0.6202 -6.5284 -2.9173
H -1.5497 -3.0942 -0.0870
H -4.6654 -6.5381 1.6986
H -5.5025 -8.8572 1.7114
H -4.5178 -10.5412 0.1854
H -2.6751 -9.9107 -1.3276
C -3.8587 -3.1229 11.2560
C -4.5822 -1.9338 11.2354
C -5.0132 -1.4036 10.0292
C -4.7129 -2.0537 8.8364
C -3.9673 -3.2328 8.8556
C -3.5512 -3.7707 10.0696
C -3.5957 -3.9137 7.5871
O -2.9489 -4.9436 7.6066
C -4.0213 -3.3088 6.3011
C -3.6338 -3.9003 5.1018
C -4.0402 -3.3481 3.8965
C -4.8379 -2.2123 3.8803
C -5.2219 -1.6119 5.0694
C -4.8086 -2.1528 6.2840
C -5.1959 -1.4849 7.5505
O -5.8911 -0.4871 7.5410
H -3.5300 -3.5411 12.2002
H -4.8111 -1.4219 12.1626
H -5.5803 -0.4809 10.0168
H -2.9836 -4.6928 10.0889
H -3.0133 -4.7881 5.1071
H -3.7364 -3.8005 2.9595
H -5.1520 -1.7912 2.9325
H -5.8378 -0.7212 5.0512
```

Summary:
Molecular weight: 1070.35 g mol⁻¹
Gap between HOMO and LUMO: 5.02 eV
F_max: 3.16 eV/A
Total charge: -1
Electronic energy: -100870.7683 eV

=====

(3)
Below is a molecular structure, C15H22ClFI2InO5S in a non-equilibrium geometry, with properties calculated with ωB97M-V/def2-TZVPD.

```
48
Properties=species:S:1:pos:R:3
C -2.1619 0.5935 -3.5986
C -0.8737 -0.0331 -4.1348
F -1.0303 -1.4351 -4.1347
C 0.3857 0.3870 -3.4123
In 1.4597 -1.2590 -2.4148
Cl 2.1648 -2.9049 -4.1147
C 3.2916 -0.3850 -1.4838
C 3.4574 -0.6500 0.0224
C 3.7434 0.5887 0.8651
S 2.4921 1.8632 0.9339
O 1.7919 1.7544 2.1756
O 1.7547 1.9978 -0.2641
O 3.4056 3.1814 1.0413
C 0.2555 -2.3808 -0.9156
I -0.3829 -1.1550 0.6883
C -0.9029 -3.2040 -1.5519
C -0.8138 -4.6567 -1.1030
I -2.8559 -2.5074 -0.8986
H -2.8561 -0.1765 -3.2696
H -1.9618 1.2594 -2.7636
H -2.6524 1.1846 -4.3702
H -0.7859 0.2507 -5.1835
H 1.0883 0.7977 -4.1383
H 0.1924 1.1771 -2.6915
H 3.2682 0.6847 -1.6770
H 4.1364 -0.7927 -2.0366
H 4.3527 -1.2621 0.1592
H 2.6468 -1.2344 0.4527
H 3.9254 0.3462 1.9117
H 4.6412 1.0714 0.4803
H 3.9186 3.0866 1.8517
H 0.9011 -3.1083 -0.4302
H -0.9015 -3.1358 -2.6325
H -1.6799 -5.2249 -1.4332
H 0.1018 -5.1003 -1.4954
H -0.7812 -4.6952 -0.0149
C -3.9802 2.2580 4.8065
C -3.3275 1.1161 4.9976
C -2.0206 0.8568 4.3360
O -1.4244 -0.1807 4.5149
C -1.4746 1.9197 3.4533
C -2.1311 3.0623 3.2659
C -3.4317 3.3228 3.9265
O -4.0329 4.3649 3.7635
H -4.9324 2.4707 5.2763
H -3.7067 0.3272 5.6349
H -0.5211 1.7092 2.9790
H -1.7517 3.8493 2.6268
```

Summary:
Molecular weight: 737.48 g mol⁻¹
Gap between HOMO and LUMO: 5.55 eV
F_max: 1.51 eV/A
Total charge: -1
Electronic energy: -73600.2679 eV

=====

> Among the records above, which one has the lowest F_max?

Cl2HPS

=====

> Which of these has the highest electronic energy?

Cl2HPS